# CH2FO4S

A molecular structure, CH2FO4S in a non-equilibrium geometry (ωB97M-V/def2-TZVPD, the OMol25 dataset).

Calculated values
Frontier orbital gap (spin up / spin down), Ha: 0.349 / 0.237
Multiplicity: 3
E, Eh: -838.18773
HOMO (spin up / spin down), Ha: -0.19883 / -0.19792
Total charge: -1
LUMO level (spin up / spin down), eV: 4.082 / 1.052
Relative energy (zero: lowest compared OMol25 entry of this formula, charge and spin), kJ/mol: 184.5

```
9
Properties=species:S:1:pos:R:3:forces:R:3:mulliken_spin:R:1
C -0.4003 0.0844 -0.2404 -5.2731 2.2181 -2.0992 0.00
O -2.0973 2.0800 -0.3827 -0.5260 -0.9605 -0.1722 0.01
O -0.8974 1.6283 1.6431 0.2023 0.1540 0.6663 0.02
O -2.7501 0.1638 1.1087 -0.3385 -0.1831 -0.6962 0.00
O -1.1321 -0.5302 -1.3021 -0.9749 1.9047 2.5963 1.33
F -0.0542 -1.2592 -2.3024 2.6437 -1.7934 -2.4193 0.56
S -1.7375 1.0607 0.5980 1.5327 1.0963 1.0477 0.02
H 0.2501 0.8804 -0.4507 1.1205 0.7586 -1.3522 0.03
H 0.0299 -0.5657 0.3742 1.6134 -3.1946 2.4289 0.02
```
Positions in Å, forces in eV/Å.



# C8H16ClIIrN2OP

A molecular structure, C8H16ClIIrN2OP in a non-equilibrium geometry (ωB97M-V/def2-TZVPD, the OMol25 dataset).

Calculated values
Frontier orbital gap (spin up / spin down), Ha: 0.259 / 0.153
Multiplicity: 6
E, Eh: -1701.43067
HOMO (spin up / spin down), Ha: -0.70058 / -0.72693
Total charge: +3
LUMO level (spin up / spin down), eV: -12.006 / -15.629
Relative energy (zero: lowest compared OMol25 entry of this formula, charge and spin), kJ/mol: 68.3

```
31
Properties=species:S:1:pos:R:3:forces:R:3:mulliken_spin:R:1
C -0.4632 -2.4727 -0.8010 -0.6725 -2.3969 -0.8653 0.40
I 2.3262 -1.4929 -1.9126 0.8373 -0.6324 -0.7073 1.24
H -1.5083 -2.3803 -0.5132 0.0883 -0.3043 -0.0547 0.02
H 0.0627 -3.3094 -0.3398 -0.1299 0.1349 0.3245 0.00
H -0.3042 -2.6279 -1.8598 -0.4308 0.1912 -0.5256 0.01
Ir 0.4512 -0.7149 -0.3005 0.2746 0.5312 1.4432 1.56
P -0.1295 1.3214 -1.4637 -0.1647 3.1214 -2.4723 0.28
C 1.2836 2.1266 -2.3148 0.2907 -0.5630 0.5402 0.04
C -1.3287 1.0214 -2.8047 -0.2810 -0.5079 0.3118 0.03
H -1.5912 2.3772 0.1887 0.1255 0.3495 -0.1206 0.00
H -1.1275 3.5833 -1.0401 0.2385 -0.5134 -0.1886 0.01
H 0.0267 3.1113 0.2352 -0.1399 -0.1965 -0.2408 0.00
C -0.7615 2.7357 -0.4362 -0.1229 -0.6666 0.5481 0.03
H -2.3062 0.9069 -2.3265 -0.1335 -0.0304 -0.2918 0.00
H -1.3777 1.8298 -3.5500 0.1885 0.0007 0.4665 0.01
H 0.9113 2.8793 -3.0131 -0.1626 -0.0332 0.1127 0.01
H 1.8950 1.4141 -2.8661 -0.0396 0.0208 -0.1414 0.00
H -1.0891 0.0927 -3.3343 -0.0445 0.1018 0.0814 0.00
H 1.9088 2.6108 -1.5637 0.0684 0.1102 -0.0794 0.00
C 1.8136 0.3410 0.4262 4.4339 4.8203 2.7733 0.05
O 2.5431 1.1106 0.8919 -2.4351 -3.0369 -1.6609 0.03
Cl -1.9502 -0.0880 0.2520 -1.4705 0.1077 0.8674 1.07
N 0.0894 -1.1365 4.0049 0.1915 0.0376 -1.8597 0.01
C -0.0969 -2.4557 3.6263 0.2046 0.6369 -0.2955 0.02
C -0.0256 -2.4787 2.2621 0.0910 -0.1971 0.9399 -0.01
N 0.2550 -1.2031 1.8127 -0.6717 -0.4555 -0.5757 0.16
C 0.2785 -0.3906 2.8677 -0.0003 -0.2043 2.4232 0.02
H 0.1372 -0.8099 4.9697 -0.0760 0.1300 -0.2840 0.00
H -0.2126 -3.2626 4.3339 -0.1073 0.0758 0.0012 0.00
H -0.1384 -3.3289 1.6258 0.0613 -0.1361 -0.0782 0.00
H 0.4284 0.6900 2.9429 -0.0115 -0.4957 -0.3914 0.00
```
Positions in Å, forces in eV/Å.



# C4H12NO2S

3 unconnected molecules or ions with the total composition C4H12NO2S in a non-equilibrium geometry (ωB97M-V/def2-TZVPD, the OMol25 dataset).

Calculated values
Frontier orbital gap, Ha: 0.245
E, Eh: -762.53398
HOMO, Ha: -0.50708
Total charge: +1
LUMO level, eV: -7.129
Relative energy (zero: lowest compared OMol25 entry of this formula, charge and spin), kJ/mol: 727.2

```
20
Properties=species:S:1:pos:R:3:forces:R:3:mulliken_charge:R:1
O 0.5565 -0.6260 2.2666 -1.3414 2.8127 -1.9668 -0.46
C -0.7414 -0.5321 1.3453 1.1307 -3.7669 4.2275 -0.79
C -0.4774 -0.1133 -0.0168 5.8752 2.9653 1.0343 0.83
C -0.1355 -1.1395 -1.0001 -0.1882 -1.9810 -1.5161 -0.42
C -0.4744 -1.0194 -2.5429 0.2440 0.1165 -0.0132 -1.04
S 0.5146 0.3230 -3.3286 -4.3158 1.9850 2.4161 -0.08
N 0.3289 1.1133 -0.0631 -4.3802 -3.3021 -3.2827 -0.22
H -0.9882 -1.5993 1.3862 -0.7789 0.3969 -0.4818 0.33
H -1.3848 -0.0385 2.0474 -0.4829 0.9523 -0.3976 0.33
H 0.9845 -1.1728 -0.9347 -0.6536 0.0561 0.1048 0.37
H -0.5009 -2.1231 -0.6584 0.0669 0.4505 -0.0419 0.44
H -1.5656 -0.9512 -2.6774 0.5603 0.3644 -0.0408 0.36
H -0.2018 -1.8425 -3.1969 0.2773 -0.8852 0.9781 0.41
H -1.0188 1.1802 -2.3366 3.0902 -0.5203 -2.3867 0.16
H 0.5049 1.0655 -1.0907 1.3724 0.6103 0.4306 0.16
H 0.9534 -1.4670 2.4872 -0.6095 -1.0382 -0.6876 0.30
H -0.3235 1.8995 -0.0989 0.2358 0.8383 1.6674 0.35
H 1.5517 1.6780 2.4004 -0.1863 0.5445 0.5336 0.29
H 1.4362 2.9463 3.3388 0.1609 -0.2469 -0.1183 0.31
O 0.9815 2.4191 2.6733 -0.0768 -0.3523 -0.4590 -0.62
```
Positions in Å, forces in eV/Å.



# C7H9NO

A single C7H9NO molecule in a non-equilibrium geometry (ωB97M-V/def2-TZVPD, the OMol25 dataset).

Calculated values
SMILES string: C1[C@@H]2[C@@H]3N[C@H]1[C@]1(CO1)[C@H]23
Frontier orbital gap, Ha: 0.360
E, Eh: -402.01272
HOMO, Ha: -0.32558
Total charge: 0
LUMO level, eV: 0.923
Relative energy (zero: lowest compared OMol25 entry of this formula, charge and spin), kJ/mol: 336.8

```
18
Properties=species:S:1:pos:R:3:forces:R:3:mulliken_charge:R:1
C -0.8373 -1.1008 0.7887 -0.4763 -1.4364 -0.0319 -0.65
C -0.4620 -1.3169 -0.6813 2.9459 1.8570 0.7911 -0.59
C 1.0930 -1.0319 -0.6971 -0.2512 -0.4635 -1.0414 -0.21
N 1.4492 -0.5893 0.6304 -0.0071 1.0731 0.4990 -0.52
C 0.1541 -0.0129 1.0548 0.9694 2.6497 0.2640 -0.41
C 0.0224 0.9645 -0.1174 -1.1072 1.8809 -0.9224 0.83
C -0.6840 2.2894 -0.0529 1.3288 -0.6283 0.0088 -0.46
O 0.7283 2.2199 -0.2731 0.5237 -1.4166 1.0434 -0.55
C 0.1339 -0.0063 -1.2692 -0.0702 -0.4750 1.7113 -0.71
H -1.8854 -0.7870 0.8967 0.2949 -0.1926 0.1970 0.38
H -0.5860 -2.0322 1.4626 -0.7141 1.6388 -1.3093 0.29
H -0.8897 -1.9747 -1.3206 -1.2710 -2.0801 -1.5869 0.57
H 1.9238 -1.4903 -1.3251 -1.5608 0.4182 0.9374 0.37
H 1.5184 -1.3617 1.2261 0.9156 -1.7580 0.9019 0.27
H 0.0717 0.5490 2.0268 0.6292 -0.9825 -0.7572 0.39
H -1.0980 2.6578 -0.9647 -1.1479 0.2976 -0.0909 0.27
H -0.8775 2.7624 0.9260 -0.5376 -0.4047 -0.6592 0.24
H 0.2249 0.2610 -2.3109 -0.4639 0.0225 0.0454 0.48
```
Positions in Å, forces in eV/Å.



# C4H7NO2

2 unconnected molecules or ions with the total composition C4H7NO2 (ωB97M-V/def2-TZVPD, the OMol25 dataset).

Calculated values
SMILES string: O=C1C=NC[C@@H]1O.[H][H]
Frontier orbital gap, Ha: 0.360
E, Eh: -361.78025
HOMO, Ha: -0.36892
Total charge: 0
LUMO level, eV: -0.235
Relative energy (zero: lowest compared OMol25 entry of this formula, charge and spin), kJ/mol: 264.1

```
14
Properties=species:S:1:pos:R:3:forces:R:3:mulliken_charge:R:1
O 0.7595 -2.1703 0.6139 -0.2909 0.4298 0.0131 -0.56
C 0.2382 -1.0846 0.5141 0.1724 -0.3131 0.1141 0.39
C -0.8947 -0.6702 -0.3584 -0.0721 0.1640 -0.1082 -0.18
N -0.9001 0.5801 -0.5921 -0.0485 -0.4007 0.2622 -0.41
C 0.0733 1.2692 0.2668 -0.0136 0.1088 0.1444 -0.63
C 0.7869 0.2042 1.1135 -0.2815 0.0256 -0.0027 0.35
O 2.1873 0.1946 1.0370 0.0606 -0.0832 0.0044 -0.53
H -1.6013 -1.3582 -0.8141 0.2031 0.0419 -0.0797 0.44
H 0.7608 1.8969 -0.3077 -0.0662 -0.2676 -0.0423 0.30
H -0.5659 1.9394 0.8469 0.3452 0.0925 0.1970 0.26
H 0.4414 0.2678 2.1578 0.0729 -0.0297 -0.0728 0.22
H 2.4361 -0.7453 1.0843 0.1116 0.2625 0.0035 0.33
H -1.6035 -0.2828 -3.0177 -0.1331 -0.0673 -0.2010 0.10
H -2.1179 -0.0409 -2.5443 -0.0600 0.0364 -0.2321 -0.08
```
Positions in Å, forces in eV/Å.